#1
The following is a DFT calculation (ωB97M-V/def2-TZVPD) of 2 unconnected molecules or ions with the total composition C3H6NO4.

Values from the calculation:
Charge ... -1
LUMO level ... 3.7266 eV
HOMO energy ... -4.7 eV

Element x y z (Å)
1 O -2.3981 0.2158 1.9954
2 C -1.5735 0.7354 1.2721
3 C -0.1141 0.4183 1.3196
4 N 0.5533 0.6559 0.0689
5 C 1.4929 -0.2811 -0.5006
6 O 2.0922 0.1663 -1.5020
7 O 1.5299 -1.3872 0.0513
8 H -1.9396 1.4855 0.5534
9 H 0.4334 0.8881 2.1656
10 H 0.0619 -0.6354 1.4900
11 H 0.6938 1.5834 -0.2996
12 H -0.7823 -0.0798 -1.4244
13 H -0.7276 -0.9088 -2.6587
14 O -1.3757 -0.5574 -2.0302

---

#2
The following is a DFT calculation (ωB97M-V/def2-TZVPD) of 2 unconnected molecules or ions with the total composition C3H6NO4.

Values from the calculation:
Charge ... -1
LUMO level ... 3.6820 eV
HOMO energy ... -5.0 eV

Element x y z (Å)
1 C -0.5936 -0.5072 2.1453
2 N -0.3534 -0.3724 0.8352
3 C 0.6346 0.5362 0.2770
4 C 0.1162 1.0442 -1.1259
5 O 0.6212 2.1111 -1.4925
6 O -0.7541 0.3096 -1.6583
7 O 0.0673 -0.0337 3.0554
8 H -1.4807 -1.1355 2.3685
9 H -1.0828 -0.6060 0.1764
10 H 0.7375 1.4167 0.8817
11 H 1.5904 0.0202 0.1647
12 H -0.2174 -2.3873 -0.8180
13 H 0.1718 -1.5795 -1.9880
14 O 0.2687 -2.4957 -1.6427

---

Least stable structure: #1

---

#1
The following is a DFT calculation (ωB97M-V/def2-TZVPD) of a single C3H5N3O molecule.

Values from the calculation:
Charge ... 0
LUMO level ... 0.7433 eV
HOMO energy ... -8.9 eV

Element x y z (Å)
1 C -2.6567 0.2741 -0.0311
2 N -1.4949 -0.5807 0.0483
3 C -0.2500 -0.1829 0.0073
4 N 0.3523 1.1355 -0.0843
5 C 1.5725 0.8878 0.0210
6 O 2.0442 -0.3341 -0.0442
7 N 0.7851 -1.1611 0.1340
8 H -2.3791 1.3023 -0.0743
9 H -3.4931 -0.1106 -0.8189
10 H -3.2693 0.1668 0.9272
11 H 2.3237 1.6641 0.2596
12 H 0.9719 -1.9788 -0.6086

---

#2
The following is a DFT calculation (ωB97M-V/def2-TZVPD) of 2 unconnected molecules or ions with the total composition C3H5N3O.

Values from the calculation:
Charge ... 0
LUMO level ... 0.6997 eV
HOMO energy ... -10.6 eV

Element x y z (Å)
1 N -0.4331 -1.6041 -0.6142
2 C -0.1333 -0.5385 -0.9495
3 C 0.1783 0.7825 -1.5307
4 O 0.3392 0.6771 -2.9246
5 H -0.6157 1.4854 -1.2422
6 H 1.1169 1.1585 -1.1177
7 H -0.4245 0.2012 -3.2766
8 N -0.2065 -1.7149 2.4852
9 C -0.2142 -0.5454 2.1453
10 N -0.0718 0.6152 1.7535
11 H -1.0546 -2.2597 2.4181
12 H -0.2101 1.3141 2.4746

---

Least stable structure: #1

---

#1
The following is a DFT calculation (ωB97M-V/def2-TZVPD) of 2 unconnected molecules or ions with the total composition C3H5N3O.

Values from the calculation:
Charge ... 0
LUMO level ... 0.5228 eV
HOMO energy ... -10.6 eV

Element x y z (Å)
1 N 0.3309 1.3603 -1.1897
2 C -0.4708 0.7998 -0.5727
3 C -1.5456 0.0962 0.1623
4 O -2.7861 0.7299 -0.0074
5 H -1.5448 -0.9548 -0.1581
6 H -1.3101 0.1099 1.2288
7 H -2.9897 0.7567 -0.9514
8 N 2.8414 0.3972 0.2249
9 C 2.0919 -0.5350 0.4645
10 N 1.3234 -1.4174 0.8512
11 H 2.5732 1.0079 -0.5432
12 H 1.4865 -2.3508 0.4908

---

#2
The following is a DFT calculation (ωB97M-V/def2-TZVPD) of a molecular structure, C3H5N3O.

Values from the calculation:
Charge ... 0
LUMO level (alpha / beta) ... -0.9940 / -0.9927 eV
HOMO energy (alpha / beta) ... -9.3 / -9.3 eV

Element x y z (Å)
1 C 0.5730 0.8335 0.9449
2 C -0.7829 -0.2191 0.0687
3 N 1.5838 0.6946 0.1900
4 C -1.9211 0.4640 0.0123
5 N -0.3707 -1.3741 -0.3732
6 N 0.7215 -1.4545 -1.0637
7 O 0.0735 1.3384 1.9074
8 H 1.3437 -0.6181 -1.0341
9 H 2.4121 1.1687 0.5393
10 H 1.1102 -2.3860 -1.1198
11 H -2.6803 0.2303 -0.7255
12 H -2.0629 1.3221 0.6536

---

Least stable structure: #2

---

#1
The following is a DFT calculation (ωB97M-V/def2-TZVPD) of a single C3H5N3O molecule.

Values from the calculation:
Charge ... 0
LUMO level ... 0.8646 eV
HOMO energy ... -7.8 eV

Element x y z (Å)
1 N 2.2822 -0.2197 -0.1161
2 C 0.8973 -0.0563 -0.0927
3 N 0.2129 0.8226 -0.7861
4 C -1.0783 0.6676 -0.3604
5 O -2.0373 1.4342 -0.9384
6 C -1.1895 -0.3059 0.5927
7 N 0.1164 -0.7857 0.7394
8 H 2.6850 0.4534 -0.7573
9 H 2.5676 -1.1561 -0.3800
10 H -2.8782 1.2591 -0.4975
11 H -2.0324 -0.7339 1.1158
12 H 0.4542 -1.3792 1.4804

---

#2
The following is a DFT calculation (ωB97M-V/def2-TZVPD) of 2 unconnected molecules or ions with the total composition C3H5N3O.

Values from the calculation:
Charge ... 0
LUMO level ... -0.6158 eV
HOMO energy ... -9.2 eV

Element x y z (Å)
1 C 1.6436 -0.6311 0.1085
2 C 0.5157 0.4543 -0.0538
3 C -0.8339 0.2746 -0.1562
4 H 1.5489 -1.0342 0.9968
5 H 1.1326 -1.4246 -0.6836
6 H 2.6180 -0.3303 -0.4334
7 H -1.3235 -1.9484 0.5433
8 H -2.8655 -0.4186 -0.6413
9 N 0.9605 1.6628 0.0053
10 N -1.2187 1.5809 0.1177
11 N -1.9269 -0.6243 0.1143
12 O -0.2508 2.4389 0.0825

---

Least stable structure: #2

---

#1
The following is a DFT calculation (ωB97M-V/def2-TZVPD) of a single C3H5N3O molecule.

Values from the calculation:
Charge ... 0
LUMO level ... 0.7451 eV
HOMO energy ... -7.1 eV

Element x y z (Å)
1 N -0.2877 1.7213 -1.0331
2 C -0.0173 0.4999 -0.5535
3 N 0.1057 -0.6068 -1.2279
4 N 0.3459 -1.7877 -0.6558
5 C 0.3503 -1.5689 0.7146
6 C 0.2247 -0.2247 1.0576
7 O -0.1724 0.5098 2.0869
8 H -0.7788 1.8317 -1.9346
9 H -0.6961 2.1186 -0.1606
10 H 0.1308 -0.6687 -2.2559
11 H 0.2943 -2.5359 1.3025
12 H 0.5005 0.7112 2.6599

---

#2
The following is a DFT calculation (ωB97M-V/def2-TZVPD) of a single C3H5N3O molecule.

Values from the calculation:
Charge ... 0
LUMO level ... 0.3069 eV
HOMO energy ... -10.1 eV

Element x y z (Å)
1 C -0.0666 0.2587 1.2461
2 N -0.5200 -0.9081 0.5185
3 C -1.7580 -1.3423 0.7677
4 N -2.8183 -1.7014 1.0419
5 N -0.3705 -0.8132 -1.1180
6 C -0.5934 0.3589 -1.8426
7 O -1.3354 1.2131 -1.4115
8 H 0.9418 0.2501 1.6090
9 H -0.2046 1.0014 0.4686
10 H -0.6827 0.5501 2.0866
11 H 0.4956 -1.2775 -1.5359
12 H -0.0297 0.2857 -2.7503

---

Least stable structure: #1

---

#1
The following is a DFT calculation (ωB97M-V/def2-TZVPD) of 2 unconnected molecules or ions with the total composition C3H5N3O.

Values from the calculation:
Charge ... 0
LUMO level ... 0.5724 eV
HOMO energy ... -10.5 eV

Element x y z (Å)
1 N 0.2997 1.3454 -1.0669
2 C -0.5254 0.7595 -0.5071
3 C -1.6468 0.0372 0.1323
4 O -2.8569 0.7336 -0.0213
5 H -1.6784 -0.9792 -0.2847
6 H -1.4512 -0.0537 1.2028
7 H -3.0016 0.8908 -0.9635
8 N 2.9532 0.4149 0.1731
9 C 2.1767 -0.4818 0.4570
10 N 1.3799 -1.3179 0.8863
11 H 2.7692 0.9382 -0.6772
12 H 1.5816 -2.2870 0.6692

---

#2
The following is a DFT calculation (ωB97M-V/def2-TZVPD) of a single C3H5N3O molecule.

Values from the calculation:
Charge ... 0
LUMO level ... 0.7717 eV
HOMO energy ... -9.4 eV

Element x y z (Å)
1 C 1.4483 -1.3601 0.3772
2 O 1.2954 -0.1487 -0.2434
3 C 0.1119 0.3234 -0.2095
4 N -0.9719 -0.2621 -0.7142
5 C -1.9230 0.6631 -0.6715
6 N -1.6307 1.7813 -0.0374
7 N -0.2724 1.6063 0.1624
8 H 2.5135 -1.2980 0.6130
9 H 1.1163 -2.1081 -0.3683
10 H 0.8014 -1.5258 1.2431
11 H -2.8870 0.3620 -0.9648
12 H 0.3981 1.9667 0.8135

---

Least stable structure: #2

---

#1
The following is a DFT calculation (ωB97M-V/def2-TZVPD) of a single C3H5N3O molecule.

Values from the calculation:
Charge ... 0
LUMO level ... 0.9007 eV
HOMO energy ... -8.4 eV

Element x y z (Å)
1 C -0.7853 -0.3777 1.9275
2 C -0.5427 0.3082 -0.4289
3 C 0.5862 -0.1498 0.1505
4 N -1.5996 0.2512 1.2529
5 N -0.7404 0.8736 -1.6197
6 N 1.8034 -0.3679 -0.4891
7 O 0.4472 -0.6562 1.3704
8 H -0.9561 -0.8460 2.8499
9 H -0.8455 1.8567 -1.6412
10 H -1.5781 0.5573 -2.1467
11 H 2.5478 -0.7684 0.1574
12 H 1.6630 -0.6809 -1.3831

---

#2
The following is a DFT calculation (ωB97M-V/def2-TZVPD) of a single C3H5N3O molecule.

Values from the calculation:
Charge ... 0
LUMO level ... -0.1262 eV
HOMO energy ... -9.4 eV

Element x y z (Å)
1 H -0.0521 -0.4354 2.6257
2 N -0.6768 -0.1364 1.8586
3 C 0.0616 0.0950 0.8188
4 C 1.5859 0.0479 0.9245
5 O 2.3066 -0.0035 -0.0233
6 N -0.3552 0.4514 -0.4377
7 N -1.4981 -0.0878 -0.8497
8 C -1.6263 -0.2761 -2.0930
9 H 2.0742 0.0523 1.8899
10 H 0.4151 0.5065 -1.1613
11 H -0.7368 -0.1505 -2.6782
12 H -2.5699 -0.7357 -2.3898

---

Least stable structure: #1

---

#1
The following is a DFT calculation (ωB97M-V/def2-TZVPD) of a single C3H5N3O molecule.

Values from the calculation:
Charge ... 0
LUMO level (alpha / beta) ... 0.3464 / 0.3461 eV
HOMO energy (alpha / beta) ... -8.0 / -8.0 eV

Element x y z (Å)
1 N -1.1887 -0.0169 1.7823
2 C -0.5678 0.0082 0.5609
3 C 0.6112 0.7087 0.2155
4 N 0.5127 0.8350 -1.1955
5 C -0.1846 -0.3177 -1.4598
6 O 0.6387 -1.2382 -1.9863
7 N -1.0356 -0.6920 -0.4951
8 H -0.6430 0.3034 2.5677
9 H -1.7781 -0.8205 1.9648
10 H 1.0815 1.4951 0.7845
11 H 1.3485 0.9774 -1.7582
12 H 1.2053 -1.2425 -0.9807

---

#2
The following is a DFT calculation (ωB97M-V/def2-TZVPD) of a single C3H5N3O molecule.

Values from the calculation:
Charge ... 0
LUMO level ... 0.4180 eV
HOMO energy ... -8.2 eV

Element x y z (Å)
1 O -0.6706 2.3466 -0.8294
2 N -0.9005 1.2919 0.0670
3 C -0.1930 0.2267 0.1704
4 C -0.5829 -0.8165 1.0638
5 N 0.3017 -1.8431 0.4352
6 C 1.2213 -1.2446 -0.4134
7 N 0.8944 0.0285 -0.5814
8 H 0.1627 2.2423 -1.3164
9 H -0.1533 -0.6726 2.1711
10 H -1.8341 -1.0021 1.2144
11 H 0.2038 -3.0402 0.7076
12 H 2.2444 -1.6345 -0.5108

---

Least stable structure: #2